Here is a single C19H29N3O4S2 molecule in a non-equilibrium geometry from OMol25. Energies are from ωB97M-V/def2-TZVPD.

XYZ file:
```
57
Properties=species:S:1:pos:R:3:forces:R:3
O 3.4241 3.0349 0.7597 -0.3228 -0.0850 0.0959
S 2.7542 2.8410 -0.4951 0.0493 -0.4798 -0.2902
O 3.1310 3.6505 -1.6130 -0.1604 -0.0305 -0.2028
N 2.8290 1.2568 -1.0072 -0.0599 0.8560 0.0616
H 3.5651 1.1066 -1.6800 0.1900 0.2043 -0.2070
C 2.7495 0.2446 0.0310 0.0566 -0.4127 0.1340
C 4.1108 -0.0782 0.6464 -0.2306 0.1673 0.3247
C 3.9604 -1.1268 1.7452 0.1863 -0.1605 -0.2778
C 3.3023 -2.3896 1.1966 -0.1876 0.0972 0.2556
C 1.9438 -2.0638 0.5825 0.2446 -0.1165 -0.2238
C 2.0897 -1.0198 -0.5206 -0.1744 0.2185 0.3369
H 2.7068 -1.4177 -1.3294 0.0423 -0.0231 -0.1197
H 1.1120 -0.7647 -0.9310 -0.0433 0.0338 -0.0962
H 1.2728 -1.6788 1.3526 -0.1097 -0.0097 0.0515
H 1.4937 -2.9699 0.1732 -0.1100 -0.0114 0.0315
H 3.9474 -2.8317 0.4339 0.0556 -0.0761 -0.0289
H 3.1814 -3.1222 1.9967 0.0476 -0.0738 -0.0325
H 4.9408 -1.3673 2.1599 -0.0209 0.0474 0.0931
H 3.3470 -0.7181 2.5506 -0.0058 0.0306 0.1092
H 4.7750 -0.4570 -0.1355 0.0465 -0.0053 -0.0905
H 4.5412 0.8398 1.0493 0.0664 -0.0363 -0.0714
H 2.1034 0.6757 0.8033 -0.0169 -0.2163 0.1081
C 0.9866 2.9260 -0.2236 0.4591 -0.0231 0.1153
C 0.4905 2.9538 1.0649 0.0646 0.0605 0.0679
C -0.8808 2.8698 1.2606 -0.0044 0.1092 0.0483
C -1.7109 2.7586 0.1600 -0.6035 -0.1258 0.2349
C -1.2136 2.7730 -1.1318 0.1411 0.1007 -0.1934
C 0.1551 2.8599 -1.3264 -0.2142 0.0329 -0.0900
H 0.5956 2.8701 -2.3101 -0.0535 -0.0287 -0.1869
H -1.9042 2.7216 -1.9587 -0.0090 -0.0022 -0.1652
S -3.4542 2.4063 0.4253 -0.1458 -0.2722 -0.0100
O -3.8176 2.8578 1.7326 0.3483 -0.1173 0.1685
O -4.2001 2.8531 -0.7112 0.2652 -0.0768 -0.2180
N -3.5227 0.7465 0.4467 -0.1276 1.1093 0.0045
C -2.8296 0.1140 1.5529 0.1226 -0.2325 0.7383
H -1.8261 0.5436 1.6815 -0.0320 -0.1301 0.0590
C -2.6848 -1.3784 1.2904 0.0665 0.1347 0.0972
N -1.8404 -1.5890 0.1332 -0.0407 -0.1189 -0.0031
C -1.8716 -2.9422 -0.3914 0.1456 -0.1430 -0.0009
H -2.8961 -3.3524 -0.4126 0.0133 -0.0070 0.0065
C -1.3329 -2.7884 -1.8073 -0.1250 -0.0190 0.0990
H -1.5899 -3.6309 -2.4456 0.0549 -0.0418 -0.0282
H -0.2495 -2.6799 -1.7807 0.0799 -0.0415 -0.0095
C -1.9856 -1.4822 -2.2595 0.1049 0.0477 0.1862
H -1.4143 -0.9748 -3.0337 -0.0432 0.0498 -0.0721
C -2.0774 -0.6512 -0.9710 0.0024 0.4483 -0.2143
C -3.4258 0.0583 -0.8222 0.1477 -0.2691 -0.5386
H -3.5823 0.7983 -1.6065 -0.0321 -0.1989 -0.1487
H -4.2374 -0.6769 -0.8849 0.0626 0.0616 -0.0906
H -1.2792 0.1058 -0.9407 -0.1680 -0.0556 -0.1081
H -2.9875 -1.6786 -2.6444 -0.0603 0.0007 -0.0478
H -1.2557 -3.5914 0.2343 -0.0614 -0.1143 -0.0186
H -3.6862 -1.8267 1.1680 0.0448 -0.0099 0.0203
H -2.2064 -1.8570 2.1505 -0.1761 0.0824 0.0405
H -3.4080 0.3022 2.4594 0.1703 -0.1089 0.0226
H -1.3219 2.9019 2.2446 0.0494 -0.0129 0.1354
H 1.1831 3.0352 1.8882 0.0108 -0.0064 0.1382
```
Forces are in eV/Å.

Values from the calculation:
relative energy (zero: lowest compared OMol25 entry of this formula, charge and spin) = 21.1 kcal per mole
total energy = -54504.2284 eV
E_HOMO = -8.8 eV
charge = 0
LUMO energy = -0.035 eV
max |F| = 1.1 eV/Å
multiplicity = 1

Here is C19H30Cl2CuN3O3 as an isolated structure in a non-equilibrium geometry from OMol25. Energies are from ωB97M-V/def2-TZVPD.

XYZ file:
```
58
Properties=species:S:1:pos:R:3:forces:R:3
O -3.7874 -1.4585 -2.1423 1.4409 0.9684 -1.5528
C -3.1893 -0.5754 -2.7661 -1.0608 -0.1060 1.7700
C -2.0291 -0.6738 -3.6978 0.0687 -0.4017 -0.1305
C -0.6889 -0.6235 -3.2689 -0.9093 -0.0782 0.1170
H -0.4740 -0.4222 -2.2047 0.0350 -0.2971 -0.7366
C 0.3106 -0.7770 -4.2230 -0.5534 0.1175 -0.1349
H 1.3374 -0.7564 -3.8841 0.0896 0.0325 -0.2154
C -0.0363 -0.9319 -5.5704 -0.2860 -0.0606 -0.2140
H 0.7392 -1.0509 -6.3174 0.0496 -0.0196 0.0621
C -1.3748 -0.9177 -5.9974 -0.0945 0.0924 0.3123
H -1.6926 -1.0476 -7.0351 0.5296 0.1106 0.2093
C -2.3808 -0.7527 -5.0515 0.1872 -0.2160 0.6585
H -3.4531 -0.7085 -5.2869 0.5712 -0.1358 -0.2336
H -3.5384 0.4599 -2.6153 -0.0808 0.0487 -0.1562
C -3.2666 1.3064 -0.1035 -0.8573 0.9590 1.7527
C -1.8594 1.4774 -0.4929 -2.5478 -2.3328 -3.1530
H -3.9189 1.9894 -0.7155 0.4378 -0.5411 0.5422
H -3.3054 1.6343 0.9666 -0.4047 -0.1952 -0.5890
H -3.7403 0.2881 -0.1229 0.7395 0.5647 -0.2238
C -1.3310 2.1619 -1.5145 0.4887 0.1082 -0.1376
C -1.5288 3.6165 -1.3357 -0.0286 1.0415 0.5484
H -0.8268 1.7827 -2.4200 0.0598 0.0428 0.7248
H -2.5065 3.9173 -1.7660 0.4492 0.1954 0.0167
H -0.6841 4.2139 -1.7024 -0.3527 -0.0087 -0.1033
H -1.5680 3.7283 -0.2280 -0.0391 0.5674 -0.7349
Cu -0.2420 1.1349 0.2512 0.8016 1.6582 -0.0047
Cl 1.6558 2.5319 -0.2419 0.5797 1.0227 -0.9202
Cl -0.9566 2.4822 1.9893 -0.2131 0.6478 1.1847
C 2.5530 1.2017 2.4175 0.2049 -0.6250 -0.9392
O 2.6854 -0.0297 2.5653 -0.1571 0.8843 0.4986
N 2.4562 2.1015 3.4112 0.0836 -0.3780 0.6059
C 2.3913 1.6416 4.7833 0.0891 0.0361 0.1099
C 2.6354 3.5248 3.1724 -0.0446 -0.1441 -0.1664
H 2.4763 1.6439 1.3888 0.2530 -0.1896 0.9655
H 1.9488 0.6409 4.8191 0.1097 0.2441 -0.0967
H 1.7763 2.3378 5.3631 0.0032 -0.1177 -0.0986
H 3.3855 1.5987 5.2563 -0.1024 -0.0212 -0.0900
H 2.3087 3.7553 2.1505 0.0274 -0.0213 0.2592
H 3.6986 3.8053 3.2924 -0.2989 -0.0018 0.0066
H 2.0352 4.0909 3.8997 0.0946 -0.1453 -0.3192
H -1.7470 -2.2072 3.1633 -0.2464 0.1221 -0.0128
H -2.6460 -4.0050 0.4448 -0.2208 0.0656 0.1053
C -2.6670 -1.8772 2.6595 0.1352 -0.0171 0.1476
C -3.2692 -3.1040 0.5526 0.0854 -0.0506 -0.3130
N -2.5443 -2.0436 1.2238 -0.3304 -0.2595 -0.2966
H -2.8297 -0.8201 2.9052 0.0910 -0.2614 -0.0585
C -1.6716 -1.2614 0.5882 1.2589 1.6177 1.9378
O -1.0001 -0.4418 1.2761 -1.5348 -2.7974 -0.9709
H -3.5783 -2.7742 -0.4494 0.0458 -0.1673 0.4021
H -1.6065 -1.3580 -0.5139 0.0119 0.0040 0.5059
H -3.5127 -2.4846 2.9854 0.0928 0.0984 0.1146
H -4.1467 -3.3402 1.1600 0.0504 -0.0614 -0.2782
C 2.9616 -1.7696 0.0798 0.5566 -0.4218 -0.1488
C 1.8343 -0.9329 -0.2372 -0.2515 0.2510 -0.0486
N 0.9529 -0.2356 -0.4636 1.0827 -1.5690 -0.6573
H 3.7441 -1.6224 -0.6750 -0.1487 -0.0518 0.1464
H 2.6528 -2.8233 0.0692 0.1389 0.2532 0.1026
H 3.3437 -1.4688 1.0608 -0.1798 -0.0601 -0.0712
```
Forces are in eV/Å.

Values from the calculation:
relative energy (zero: lowest compared OMol25 entry of this formula, charge and spin) = 59.7 kcal per mole
total energy = -100485.6478 eV
⟨S²⟩ = 0.7654
E_HOMO (spin up / spin down) = -3.2 / -3.6 eV
charge = -1
LUMO energy (spin up / spin down) = 2.654 / 2.647 eV
max |F| = 4.7 eV/Å
multiplicity = 2

Here is a 6-piece molecular cluster, C19H30Cl3F9N2O8 overall in a non-equilibrium geometry from OMol25. Energies are from ωB97M-V/def2-TZVPD.

XYZ file:
```
71
Properties=species:S:1:pos:R:3:forces:R:3
C 6.3298 0.6277 23.7425 -0.1914 0.2853 0.0336
O 6.8807 1.4187 23.0009 0.3088 0.1078 0.1471
N 5.6439 0.9545 24.8644 0.1631 -0.5189 -0.4290
C 4.7532 -0.0136 25.4789 -0.2268 0.3056 0.2880
C 5.5385 2.3153 25.3236 -0.0563 0.5057 -0.0906
H 6.3473 -0.4558 23.5527 -0.0943 -0.0300 -0.0324
H 5.0934 -0.3579 26.4586 0.1534 0.0735 -0.0248
H 4.6000 -0.8769 24.8384 0.0926 -0.0169 -0.0921
H 3.7897 0.4820 25.6269 -0.0522 -0.2017 -0.0298
H 5.7574 2.3344 26.3916 -0.1644 0.2145 0.0383
H 6.2170 2.9875 24.8024 0.3110 -0.3565 -0.0130
H 4.5523 2.7418 25.1093 -0.1209 -0.2466 0.3002
C 13.7272 4.7006 28.5861 -0.0629 0.2402 0.2419
O 14.6806 5.2524 29.0916 0.0313 -0.0191 0.0309
N 13.7818 3.6124 27.7937 -0.0150 -0.1424 -0.3035
C 15.0481 3.0014 27.4622 0.1542 -0.2529 -0.0879
C 12.6442 3.1361 27.0603 -0.4956 -0.4315 -0.4325
H 12.6915 5.0424 28.7692 -0.0057 -0.0139 -0.1005
H 14.9368 1.9143 27.4549 -0.0442 0.0251 0.0956
H 15.7906 3.2788 28.2036 0.0165 0.0989 -0.0413
H 15.3860 3.2895 26.4625 0.0329 0.1440 0.0627
H 12.7192 3.2820 25.9749 0.2773 0.2060 0.1025
H 12.5277 2.0555 27.1895 0.0057 0.0434 0.1571
H 11.7129 3.6181 27.3585 0.1562 0.0846 0.2930
C 6.1436 7.4388 26.0469 -0.3766 -0.0607 -0.9749
C 6.6033 8.1813 27.2582 0.0784 0.1591 0.3935
O 5.4922 8.9145 27.8416 -0.0036 0.3216 0.0746
C 4.8893 8.3588 28.8722 0.2083 -0.2880 0.0244
O 5.0867 7.2639 29.3139 -0.0923 -0.1034 0.0771
C 3.8764 9.3046 29.5507 0.0862 0.2952 -0.0719
F 2.6488 8.7824 29.5049 0.0309 0.0169 -0.0369
F 4.2203 9.4578 30.8350 -0.0499 -0.0235 -0.0939
F 3.8514 10.5135 28.9804 -0.1230 -0.1579 0.0946
H 5.9567 8.1384 25.2270 0.0249 -0.0059 0.0488
H 5.2055 6.9024 26.1966 0.0890 -0.0618 0.3018
H 6.8760 6.7183 25.6812 0.0800 0.1013 0.2701
H 7.3183 8.9603 27.0101 0.0530 -0.0606 -0.0492
H 7.0255 7.5316 28.0217 -0.0547 -0.0548 0.0247
C 10.3449 6.5637 26.3448 -0.0756 0.0663 -0.7500
C 10.5434 8.0372 26.5951 0.6876 -0.2962 0.7538
O 9.5820 8.7912 25.8453 -0.3856 0.3471 0.3475
C 9.8479 9.0179 24.5769 0.0551 0.0268 -0.3015
O 10.8020 8.6579 23.9582 0.1722 -0.0343 -0.0554
C 8.7291 9.8352 23.8874 -0.1017 -0.1019 -0.0173
F 7.8308 10.3263 24.7466 0.0360 -0.0254 -0.0109
F 9.2625 10.8464 23.2102 0.0233 0.0573 0.0030
F 8.0812 9.0447 23.0180 0.0163 0.0083 0.0953
H 11.0255 5.9331 26.9117 0.0474 0.1230 0.1366
H 10.5249 6.3906 25.2814 0.1205 -0.1869 0.0872
H 9.3156 6.2547 26.5231 0.0054 0.0563 0.2684
H 11.5578 8.3636 26.3590 -0.1131 -0.0375 -0.3623
H 10.4091 8.3004 27.6448 -0.4069 0.0823 -0.1110
C 8.7164 -0.1449 27.2691 0.0036 0.8325 0.8540
C 9.8630 0.8405 27.5161 -0.7712 0.0808 -1.0339
O 10.6941 0.4431 28.6037 0.0930 0.1529 0.4953
C 11.6286 -0.4560 28.3448 -0.2411 0.1101 -0.3388
O 11.8583 -0.9474 27.2805 0.1779 -0.1081 -0.0491
C 12.4255 -0.8390 29.6049 -0.3263 -0.3666 0.1928
F 12.0057 -0.2037 30.6949 0.0621 0.1123 0.0393
F 12.2816 -2.1559 29.8176 0.0370 0.0720 -0.0471
F 13.7144 -0.5850 29.4244 0.2861 0.1292 -0.0525
H 8.2488 0.0808 26.3126 0.1818 -0.3140 -0.2060
H 7.9530 0.0649 28.0235 0.0005 -0.3236 0.0479
H 9.0551 -1.1693 27.3832 -0.0809 -0.1291 -0.3892
H 9.4379 1.8082 27.7761 0.1952 -0.0008 0.3098
H 10.4292 0.9961 26.5973 0.3445 -0.2607 0.2077
C 8.9906 3.8907 23.7639 0.0945 -0.0339 -0.0289
Cl 9.6286 3.4788 25.3779 -0.3316 -0.0627 -0.1875
Cl 10.3225 3.9430 22.6185 -0.0770 0.0018 -0.0529
Cl 8.1205 5.4264 23.7968 0.0208 -0.0228 -0.0617
H 8.2755 3.1300 23.4639 0.1262 -0.1364 0.0211
```
Forces are in eV/Å.

Values from the calculation:
total energy = -101575.4960 eV
E_HOMO = -9.6 eV
charge = 0
LUMO energy = 0.132 eV
max |F| = 1.3 eV/Å
multiplicity = 1